Computed, not measured: a molecular structure, C16H20CoI2N2S2, with the ωB97M-V functional and the def2-TZVPD basis.

Structure (XYZ):
```
43
Properties=species:S:1:pos:R:3:forces:R:3:lowdin_charge:R:1
Co -0.26107 0.15297 1.10815 0.4 0.2 -0.3 0.1874
C -1.45259 -3.91344 2.59549 0.0 0.0 0.0 -0.0596
C -0.65375 -2.72023 3.11337 0.0 0.1 -0.1 -0.3937
C 0.23797 -3.12586 4.28800 0.0 0.0 0.0 -0.0670
C 0.14912 -2.04159 2.01411 0.0 0.0 0.0 -0.2193
C -0.14825 -2.21047 0.64654 0.0 0.0 0.1 -0.0416
C 0.63787 -1.63002 -0.34885 0.0 0.0 0.0 -0.0474
C 1.74747 -0.83277 -0.03867 0.0 0.0 0.0 -0.2862
C 2.57494 -0.20432 -1.12218 0.0 0.0 0.0 -0.0149
C 2.03259 -0.63690 1.31537 0.0 0.0 0.1 -0.0399
C 1.25082 -1.22336 2.31821 0.1 -0.1 0.0 -0.0650
H -1.94599 -4.40844 3.43045 0.0 0.0 0.0 0.0894
H -0.80772 -4.64910 2.10849 0.0 0.0 0.0 0.0977
H -2.23453 -3.62209 1.89248 0.0 0.0 0.0 0.0777
H -1.36716 -1.97877 3.48741 0.0 0.0 0.0 0.0259
H 1.07958 -3.73801 3.95569 0.0 0.0 0.0 0.0981
H -0.34248 -3.71202 4.99918 0.0 0.0 0.0 0.0862
H 0.62319 -2.26489 4.83336 0.0 0.0 0.0 0.0672
H -0.98654 -2.82602 0.35354 0.0 0.0 0.0 0.1197
H 0.37134 -1.78568 -1.38729 0.0 0.0 0.0 0.1363
H 2.05571 0.65248 -1.55708 0.0 0.0 0.0 0.0845
H 2.76036 -0.91569 -1.92596 0.0 0.0 0.0 0.0957
H 3.53295 0.13949 -0.73785 0.0 0.0 0.0 0.0914
H 2.87026 -0.01392 1.60276 0.0 0.0 0.0 0.1373
H 1.50188 -1.02890 3.35045 0.0 0.0 0.0 0.1253
N -4.08760 3.30696 -3.91728 -0.1 0.2 0.0 0.0965
C -3.36556 3.85389 -2.92419 0.1 -0.5 0.0 -0.8395
S -3.39287 5.43184 -2.52637 0.0 0.2 0.1 0.7479
C -2.52454 2.86684 -2.15602 -0.1 0.2 -0.1 -0.2028
C -2.89342 1.53478 -2.00243 0.0 -0.1 0.0 0.0050
C -2.10540 0.70277 -1.23280 0.1 -0.1 -0.1 -0.1318
N -0.97597 1.10801 -0.63960 -0.4 0.1 0.4 -0.0354
C -0.61725 2.39243 -0.79945 0.1 -0.1 -0.1 -0.1113
C -1.35440 3.29072 -1.53894 0.1 0.0 0.0 -0.0085
H -4.67185 3.91521 -4.46808 0.0 0.0 0.0 0.1087
H -3.95467 2.36263 -4.23282 0.0 0.0 0.0 0.1034
H -3.80695 1.13439 -2.41991 0.0 0.1 0.0 0.1219
H -2.38390 -0.33294 -1.08049 0.0 0.0 0.0 0.1156
H 0.29273 2.70392 -0.30286 0.0 0.0 0.0 0.1129
H -1.04141 4.32104 -1.62718 0.0 0.0 0.0 0.1019
S -0.46657 1.68590 2.73747 -0.2 -0.2 -0.1 -0.0405
I -2.66116 0.73433 2.52393 -0.1 0.2 0.1 0.4581
I -2.40899 -0.37308 5.84846 0.0 0.0 0.0 0.1126
```
Positions in Å, forces in eV/Å.

Calculated values
- Net charge: +1
- Spin multiplicity: 5
- Frontier orbital gap (alpha / beta): 7.7 / 6.1 eV

***

Computed, not measured: a molecular structure, C16H20F8N6O3S4Ta at a distorted geometry, with the ωB97M-V functional and the def2-TZVPD basis.

Structure (XYZ):
```
58
Properties=species:S:1:pos:R:3:forces:R:3:lowdin_charge:R:1
Ta -0.11338 0.07611 0.25884 0.0 0.6 -0.9 1.3002
C -2.08495 0.87583 2.67860 -3.5 2.8 -0.5 -0.1644
C -1.35674 -0.26734 3.15194 0.8 -1.4 -1.3 -0.1545
N -1.03551 -1.12534 1.96555 0.7 -1.8 -0.1 -0.1723
C -2.16180 -2.06695 1.59890 -0.5 1.5 0.1 -0.1884
C -3.25886 -1.34572 0.83435 -1.5 0.4 0.5 -0.3215
S -2.58520 -0.21445 -0.49122 -0.5 -0.7 -0.4 0.9711
C -3.43837 1.36817 -0.14206 0.0 -1.1 2.3 -0.3249
C -2.51353 2.27178 0.65008 0.3 0.6 0.0 -0.2276
N -1.47904 1.53797 1.45583 0.2 -0.5 -0.2 -0.2154
H -3.17867 0.63531 2.43357 1.8 0.4 0.3 0.1379
H -2.15865 1.64470 3.47184 0.0 -0.3 -0.3 0.1678
H -0.43416 0.05503 3.56025 1.0 0.0 0.7 0.1240
H -1.91600 -0.88760 3.80890 -0.4 -0.1 1.1 0.1454
H -0.38019 -1.83932 2.33491 0.3 0.8 -0.3 0.1510
H -1.80743 -2.88050 1.00154 0.6 -0.4 -0.3 0.1180
H -2.51246 -2.47016 2.54235 -0.5 -0.2 0.0 0.1463
H -3.94429 -2.10872 0.42572 0.5 0.4 -0.4 0.1210
H -3.94941 -0.70526 1.45858 1.0 -0.8 -0.6 0.0948
H -3.79371 1.90310 -0.99178 -0.3 -0.1 -0.9 0.0889
H -4.28903 1.04784 0.52457 0.6 0.5 -1.0 0.1121
H -2.03392 3.02949 0.01971 0.2 -0.5 0.0 0.1246
H -3.12823 2.83679 1.32958 -0.2 0.3 0.5 0.1388
H -0.85708 2.26506 1.78104 0.1 0.4 0.3 0.0610
F -3.22747 0.72142 -6.50386 -0.3 -0.1 -0.2 0.2062
C -2.59146 0.80311 -5.36810 0.4 -0.5 -0.5 -0.0952
C -1.70369 -0.22255 -5.00749 -1.0 0.3 -0.3 -0.1029
F -1.59159 -1.34838 -5.71652 0.0 1.1 0.5 0.1717
C -1.01200 -0.01720 -3.84203 1.9 -2.0 -0.1 -0.2012
F -0.08672 -0.99649 -3.55135 -0.8 1.1 0.1 0.0494
C -1.12502 1.10356 -3.04744 0.7 -0.5 0.7 -0.4706
S 0.03961 1.45159 -1.71524 -0.8 -0.6 0.4 0.7203
C -2.06148 2.04044 -3.41900 -0.4 0.8 0.7 -0.2254
F -2.29951 3.05784 -2.56815 0.1 0.1 -0.3 0.0814
C -2.79231 1.93958 -4.58371 2.1 -2.4 0.7 -0.1839
F -3.59618 2.82829 -4.96057 -2.1 2.3 -0.8 0.2470
C 6.29317 -0.53212 1.95187 -1.0 -0.6 0.6 0.0372
C 5.09370 0.06191 1.35160 0.1 1.2 -1.7 -0.2572
N 5.08326 0.62714 0.13084 -1.0 -0.3 2.1 0.2013
N 3.84037 1.19873 0.09957 0.4 2.0 -3.8 0.0436
C 3.08386 1.00705 1.11622 0.4 -1.4 2.2 -0.6422
S 1.45962 1.60925 1.35272 0.0 -0.1 0.2 0.7365
N 3.88392 0.26000 1.97478 -0.6 0.4 0.1 -0.0711
N 3.54402 -0.05125 3.30015 0.1 1.9 0.3 0.1314
H 7.05725 -0.53963 1.22588 1.0 0.1 -0.8 0.0928
H 6.09023 -1.56228 2.22609 0.1 -0.2 0.2 0.1046
H 6.59317 0.02104 2.83525 0.1 0.1 0.1 0.1117
H 3.58838 1.86558 -0.69804 0.6 -1.5 1.3 0.2260
H 3.74081 -1.00996 3.53736 0.3 -0.1 0.0 0.1113
H 3.97657 0.66617 3.95380 -0.6 -1.5 -1.0 0.1621
F 2.42618 -1.18022 -2.42099 0.0 0.0 0.0 0.1990
C 2.19445 -2.40457 -2.04754 0.0 -1.9 0.4 -0.6244
F 3.31063 -3.09108 -1.80121 -0.9 1.0 0.1 0.1999
F 1.43525 -3.09472 -2.87898 0.3 0.7 0.2 0.2015
S 1.13975 -2.36971 -0.40609 1.0 0.9 -0.6 0.7447
O -0.19568 -1.74662 -0.81073 -0.3 -0.8 0.4 -0.4829
O 1.20842 -3.62320 0.25666 -0.4 1.0 -0.3 -0.1530
O 1.61111 -1.10853 0.37264 0.2 -0.9 0.2 -0.5034
```
Positions in Å, forces in eV/Å.

Calculated values
- Net charge: +3
- Frontier orbital gap: 6.1 eV

***

Computed, not measured: a molecular structure, C16H20I2N2OPbSi, with the ωB97M-V functional and the def2-TZVPD basis.

Structure (XYZ):
```
43
Properties=species:S:1:pos:R:3:forces:R:3:lowdin_charge:R:1
Pb -0.30110 1.64501 -3.64386 0.0 0.0 0.3 1.4538
I 4.01426 0.86469 2.39626 0.0 0.0 0.0 0.8812
C 2.44152 0.88805 1.02930 -0.1 0.0 0.0 -0.7367
C 1.83735 -0.30153 0.64913 0.1 0.1 0.1 -0.2244
C 0.78914 -0.28581 -0.25458 0.2 -0.5 0.2 -0.6576
I -0.11205 -2.05732 -0.84283 0.0 -0.2 0.0 0.9541
C 0.32952 0.90142 -0.79914 -0.1 0.3 -0.1 -0.4927
O -0.68835 0.91760 -1.65704 -0.3 0.2 -0.4 -0.4149
C 0.94181 2.09715 -0.40477 0.1 0.1 0.0 -0.1693
C 0.38029 3.37338 -0.94545 0.0 0.1 0.0 -0.1323
N 0.63466 3.54040 -2.40912 0.0 0.0 0.0 -0.1611
C -0.00977 4.76482 -2.93066 0.0 0.0 0.0 -0.1407
C -1.50687 4.58694 -3.01840 0.0 0.0 0.0 -0.2728
C -2.37971 5.63946 -2.81195 0.0 0.0 0.0 0.0162
C -3.74232 5.42024 -2.94641 0.0 0.0 0.0 -0.0040
C -4.19844 4.15218 -3.27199 0.0 0.0 0.0 -0.0150
C -3.27019 3.14803 -3.45586 0.0 0.0 0.0 -0.0958
N -1.95410 3.36318 -3.33571 0.0 0.0 0.0 -0.0554
C 1.99280 2.09031 0.50283 0.0 0.0 0.0 -0.0988
H 2.18584 -1.24273 1.05022 0.0 0.0 0.0 0.0694
H 0.79421 4.23385 -0.41462 0.0 0.0 0.0 0.1375
H -0.70376 3.38015 -0.81699 0.0 0.0 0.0 0.1341
H 1.63960 3.61073 -2.54940 0.0 0.0 0.0 0.1351
H 0.39070 4.97569 -3.92533 0.0 0.0 0.0 0.1404
H 0.21987 5.62584 -2.29867 0.0 0.0 0.0 0.1363
H -1.99588 6.61577 -2.54921 0.0 0.0 0.0 0.1312
H -4.44144 6.23102 -2.79207 0.0 0.0 0.0 0.1291
H -5.25218 3.94074 -3.37947 0.0 0.0 0.0 0.1249
H -3.58023 2.14061 -3.70484 0.0 0.0 0.0 0.1246
H 2.44679 3.02533 0.80726 0.0 0.0 0.0 0.1074
C 5.23551 -4.18780 4.98366 0.0 0.0 0.0 -0.1514
Si 3.67089 -4.70290 4.20969 0.0 0.0 0.0 0.9154
C 2.24421 -3.57798 4.21734 -0.1 0.1 0.2 -0.1530
C 3.50947 -6.40362 3.58199 0.0 0.0 0.0 -0.1536
H 5.24139 -4.56526 6.01483 0.0 0.0 0.0 0.0704
H 5.34728 -3.10523 5.02509 0.0 0.0 0.0 0.0538
H 6.09360 -4.63876 4.48213 0.0 0.0 0.0 0.0596
H 1.57619 -3.93985 5.01224 0.0 0.0 0.0 0.0702
H 1.65044 -3.59775 3.30769 0.0 -0.1 -0.2 0.0514
H 2.52352 -2.55183 4.45447 0.0 0.0 0.0 0.0487
H 3.53732 -7.08937 4.43781 0.0 0.0 0.0 0.0684
H 4.36768 -6.66254 2.95653 0.0 0.0 0.0 0.0615
H 2.58468 -6.57220 3.03318 0.0 0.0 0.0 0.0549
```
Positions in Å, forces in eV/Å.

Calculated values
- Net charge: +2
- Frontier orbital gap: 6.2 eV

***

Going through the records in order, we get relative energy (zero: lowest compared OMol25 entry of this formula, charge and spin) values of 15.8, 0.0, 2.1 kJ/mol.